The following is a DFT calculation (the ωB97M-V functional and the def2-TZVPD basis) of C5H15CuINO2 as an isolated structure.

Last column: Löwdin spin population.
Positions of all 25 atoms, in Å:
Cu  -1.6661  4.2078  3.0612  0.013
I  0.6466  2.5781  3.0393  0.630
C  2.7989  3.0259  -0.7936  0.000
O  2.3499  3.8325  0.3167  0.002
H  2.8391  3.6145  -1.7102  0.000
H  3.8047  2.7579  -0.4702  0.000
H  2.1565  2.1696  -0.9989  0.000
H  2.1074  3.2339  1.0269  0.002
C  0.0322  0.1318  -0.5093  0.003
C  -0.6556  -0.7105  0.5141  0.034
C  -0.9832  -2.1004  0.0425  0.012
O  -1.8962  -1.9904  -1.0223  0.004
C  -2.2511  -3.1570  -1.6767  0.001
N  0.2896  -0.8733  1.5884  0.268
H  0.9254  -0.3130  -0.9479  0.001
H  0.3810  1.1011  -0.1528  0.002
H  -0.6577  0.0856  -1.3519  0.000
H  -1.6151  -0.3391  0.8742  0.018
H  -1.5331  -2.6680  0.7932  0.000
H  -0.0676  -2.6323  -0.2158  0.000
H  -3.2976  -3.1200  -1.9792  0.001
H  -2.2179  -4.1286  -1.1838  0.000
H  -1.7145  -3.3104  -2.6130  0.000
H  -0.2530  -1.3764  2.2759  0.004
H  0.4774  -0.0191  2.0935  0.004

Values from the calculation:
Molar mass in g mol⁻¹: 311.6
Charge: +1
Multiplicity: 2
Gap between HOMO and LUMO (alpha / beta) in eV: 6.6 / 4.0

---

The following is a DFT calculation (the ωB97M-V functional and the def2-TZVPD basis) of C38H58AsBrN7O5P2PbS5Te as an isolated structure.

Last column: Mulliken charge in e.
Positions of all 119 atoms, in Å:
Pb  0.0815  0.1402  -0.0940  0.923
Br  -3.9697  6.6409  1.6529  -0.155
C  -3.3241  4.8665  1.7146  -0.003
C  -2.0645  4.5823  1.2062  -0.990
C  -1.5963  3.2779  1.2378  0.438
C  -2.3671  2.2565  1.7854  -0.535
C  -3.6343  2.5611  2.2807  -0.324
C  -4.1143  3.8631  2.2502  -0.799
N  -1.8502  0.9342  1.7319  0.902
C  -2.2419  0.0373  2.5337  -0.793
C  -1.8250  -1.3789  2.4263  0.099
C  -2.3988  -2.3091  3.2789  -0.854
C  -2.0524  -3.6462  3.1486  -0.906
C  -1.1385  -4.0056  2.1767  -1.075
C  -0.5976  -3.0091  1.3729  -0.765
N  -0.9347  -1.7298  1.4871  1.312
H  -1.4632  5.3764  0.7795  0.472
H  -0.6233  3.0372  0.8298  0.263
H  -4.2799  1.7754  2.6551  0.531
H  -5.1035  4.0916  2.6260  0.416
H  -2.9253  0.2579  3.3598  0.511
H  -3.1164  -1.9901  4.0255  0.544
H  -2.4969  -4.3948  3.7930  0.469
H  -0.8450  -5.0380  2.0360  0.576
H  0.1327  -3.2392  0.6013  0.719
O  -2.8383  -5.5313  -3.8104  -0.544
C  -2.3884  -4.5484  -3.2996  0.594
S  -3.3719  -3.2950  -2.5148  -0.136
C  -2.0604  -2.2530  -2.0046  0.329
C  -0.7553  -2.6795  -2.3536  -0.269
S  0.7062  -1.9080  -1.9946  -0.383
S  -0.6463  -4.1787  -3.2384  -0.053
S  -2.4663  -0.8574  -1.1733  -0.292
C  1.3872  3.3539  4.8279  -0.769
N  1.4820  4.1488  3.6155  0.197
C  1.4315  5.5384  3.5293  -0.363
C  1.5535  5.8634  2.2328  -0.664
N  1.6762  4.6651  1.5418  0.435
C  1.6373  3.6050  2.3843  -1.280
S  1.7803  1.9712  1.9949  0.378
H  1.4122  4.0185  5.6866  0.347
H  2.2213  2.6563  4.8722  0.249
H  0.4615  2.7803  4.8314  0.251
H  1.3189  6.1615  4.4009  0.489
H  1.5689  6.8253  1.7493  0.444
H  1.7881  4.5499  0.5493  0.047
C  0.8609  6.2034  -2.8461  -1.086
C  -0.4007  5.4156  -3.1021  -0.335
O  -0.3242  4.1905  -2.3276  0.701
P  -1.4291  3.0462  -2.4203  -1.324
O  -1.0586  1.9401  -1.5181  0.835
Te  -3.5926  4.0252  -1.9846  0.088
O  -1.4265  2.6616  -3.9551  -0.354
C  -1.6201  1.2705  -4.3867  0.522
C  -3.0853  0.9344  -4.5381  -1.218
H  0.8270  7.1409  -3.4025  0.430
H  1.7390  5.6413  -3.1677  0.232
H  0.9581  6.4358  -1.7831  0.199
H  -0.4981  5.1670  -4.1604  0.285
H  -1.2825  5.9789  -2.7980  0.332
H  -1.1423  0.6044  -3.6695  -0.274
H  -1.0936  1.1991  -5.3349  0.328
H  -3.5985  1.0090  -3.5759  0.216
H  -3.1884  -0.0909  -4.8967  0.392
H  -3.5673  1.6056  -5.2512  0.343
C  3.6395  3.0612  -1.3908  -1.291
As  2.4730  1.5445  -1.8118  0.966
C  3.8443  0.1554  -1.9619  -0.782
C  2.2967  1.8490  -3.7397  -1.166
H  3.9845  2.9742  -0.3596  0.293
H  4.4986  3.0709  -2.0614  0.489
H  3.0898  3.9982  -1.5089  0.143
H  4.8130  0.5843  -2.2221  0.574
H  3.5420  -0.5503  -2.7371  0.399
H  3.9194  -0.3828  -1.0210  -0.371
H  3.2774  1.9535  -4.2045  0.489
H  1.6979  2.7392  -3.9403  0.150
H  1.7885  0.9856  -4.1736  0.308
O  2.1223  -1.1391  1.0536  1.383
P  2.8778  -1.9200  2.0862  -2.474
N  3.5713  -3.3048  1.4785  0.198
C  2.8682  -4.6127  1.4014  0.147
C  3.1686  -5.1441  -0.0007  -0.637
C  4.5079  -4.4896  -0.3462  -0.846
C  4.3371  -3.0884  0.2191  0.092
N  4.0870  -0.9916  2.7050  0.664
C  4.7316  0.1148  1.9738  0.584
C  5.7606  0.6259  2.9711  -0.773
C  6.2440  -0.6686  3.6316  -0.856
C  4.9527  -1.4682  3.7996  -0.150
N  1.9240  -2.4686  3.3256  0.907
C  2.2964  -3.5880  4.2304  -0.609
C  1.7070  -3.2109  5.5945  -0.799
C  1.5944  -1.6852  5.5544  -0.701
C  1.2107  -1.4216  4.1030  0.785
H  1.7975  -4.5046  1.5768  -0.409
H  3.2706  -5.2874  2.1589  0.329
H  2.4047  -4.8133  -0.7107  0.093
H  3.2104  -6.2321  -0.0169  0.496
H  4.7108  -4.4734  -1.4160  0.418
H  5.3256  -5.0101  0.1584  0.304
H  3.7692  -2.4700  -0.4822  -0.225
H  5.2891  -2.5948  0.4258  0.164
H  3.9945  0.8604  1.6830  -0.733
H  5.2439  -0.2405  1.0736  0.062
H  5.2830  1.2771  3.7088  0.207
H  6.5622  1.1796  2.4818  0.455
H  6.7483  -0.5110  4.5843  0.450
H  6.9303  -1.1904  2.9606  0.312
H  4.4959  -1.2414  4.7654  0.018
H  5.1178  -2.5473  3.7451  0.337
H  3.3808  -3.7078  4.2835  0.339
H  1.8765  -4.5288  3.8809  0.230
H  2.3246  -3.5797  6.4121  0.415
H  0.7097  -3.6436  5.6988  0.350
H  2.5525  -1.2199  5.7931  0.232
H  0.8449  -1.3024  6.2482  0.419
H  1.4782  -0.4254  3.7524  -0.286
H  0.1289  -1.5402  3.9783  -0.392

Values from the calculation:
Molar mass in g mol⁻¹: 1404.8
Charge: +1
Multiplicity: 1
Gap between HOMO and LUMO (alpha / beta) in eV: 6.3 / 4.7
ΔE to the lowest compared entry with this formula, charge and spin in eV: 0.099

---

The following is a DFT calculation (the ωB97M-V functional and the def2-TZVPD basis) of C28H26BrN3S7SbTc as an isolated structure.

Last column: Mulliken charge in e.
Positions of all 67 atoms, in Å:
Tc  -0.6881  1.6086  -0.6858  0.068
Br  4.7244  -3.2751  -2.3375  -0.094
C  3.7689  -1.7052  -1.9500  -0.095
C  2.9554  -1.1421  -2.9242  -0.687
C  2.2207  -0.0039  -2.6325  0.444
C  2.3160  0.5618  -1.3670  -1.502
C  3.1471  0.0158  -0.3981  -0.082
C  3.8813  -1.1232  -0.6939  -0.515
N  1.4899  1.6901  -1.0241  0.877
C  2.0555  2.8300  -0.9496  -0.326
C  1.2802  3.9870  -0.5388  0.331
C  1.8782  5.2189  -0.3592  -1.044
C  1.1140  6.2676  0.1345  -0.412
C  -0.2034  6.0152  0.4580  -1.004
C  -0.7299  4.7456  0.2517  -0.264
N  -0.0213  3.7483  -0.2726  0.648
H  2.8936  -1.5938  -3.9041  0.525
H  1.5703  0.4353  -3.3784  0.398
H  3.2019  0.4672  0.5851  0.490
H  4.5346  -1.5607  0.0482  0.509
H  3.1156  2.9426  -1.1635  0.464
H  2.9264  5.3459  -0.5926  0.512
H  1.5472  7.2474  0.2791  0.471
H  -0.8382  6.7859  0.8710  0.451
H  -1.7508  4.5305  0.5273  0.557
C  -1.8095  1.1152  3.8922  -1.753
C  -1.8192  1.1368  2.3897  1.266
S  -0.3357  1.6433  1.6498  -0.236
C  -2.8957  0.7474  1.6791  0.105
C  -4.2208  0.2953  2.2284  -1.640
S  -2.8280  0.7643  -0.0667  0.167
H  -0.9264  1.6138  4.2846  0.501
H  -1.7978  0.0802  4.2419  0.315
H  -2.6963  1.6004  4.2986  0.418
H  -4.1141  -0.0436  3.2568  0.464
H  -4.6313  -0.5301  1.6435  0.414
H  -4.9555  1.1036  2.2123  0.347
S  -3.1029  -0.2242  -3.1969  -0.406
Sb  -3.9898  1.7842  -3.3620  0.754
S  -0.4989  2.3359  -2.8816  0.107
S  -2.8591  2.6651  -0.7292  -0.366
S  -2.0053  3.2468  -3.8147  -0.182
N  -0.3481  -0.3531  -0.8228  0.829
S  -1.1628  -1.6943  -0.3481  0.059
C  -0.3278  -2.9365  -1.3164  0.711
C  -0.3067  -2.7390  -2.6938  -0.091
C  0.3118  -3.6890  -3.4885  -0.734
C  0.8869  -4.8150  -2.9118  -0.599
C  0.8397  -5.0029  -1.5381  -0.838
C  0.2251  -4.0629  -0.7234  -0.443
C  -0.7016  -2.0670  1.3185  1.087
C  -1.7255  -2.4801  2.1590  -0.773
C  -1.4254  -2.7815  3.4807  -0.883
C  -0.1236  -2.6447  3.9401  -0.593
C  0.8896  -2.2164  3.0866  -0.782
C  0.6067  -1.9280  1.7636  0.074
H  0.6040  -0.6001  -1.0858  -0.207
H  -0.7669  -1.8610  -3.1304  0.145
H  0.3339  -3.5549  -4.5616  0.498
H  1.3666  -5.5545  -3.5383  0.453
H  1.2811  -5.8842  -1.0941  0.454
H  0.1858  -4.2128  0.3463  0.513
H  -2.7385  -2.5754  1.7864  0.480
H  -2.2056  -3.1237  4.1467  0.456
H  0.1079  -2.8757  4.9711  0.428
H  1.9007  -2.1163  3.4568  0.482
H  1.3895  -1.6052  1.0885  0.277

Values from the calculation:
Molar mass in g mol⁻¹: 928.7
Charge: +2
Multiplicity: 1
Gap between HOMO and LUMO (alpha / beta) in eV: 5.7 / 6.4
ΔE to the lowest compared entry with this formula, charge and spin in eV: 0.508

---

| no. | largest force on an atom (Eh/bohr) |
| --- | --- |
| 1 | 0.044 |
| 2 | 0.013 |
| 3 | 0.008 |